Entry 1:
Computed, not measured: a structure of composition C10H22Br3FInN2O in a non-equilibrium geometry, with ωB97M-V/def2-TZVPD.

## Properties
**HOMO energy**: -4.5567 eV
**Molecular weight**: 559.83 u
**Frontier orbital gap**: 0.231 Ha

The geometry in ORCA input format:
```
! wB97M-V def2-TZVPD RIJCOSX def2/J DEFGRID3
* xyz -1 1
In -0.94951 -3.12315 -2.11523
Br -1.42873 6.13656 4.16758
Br -1.13310 3.69336 2.14059
Br 1.21572 5.82546 2.41009
F -0.73763 -1.86532 -3.74639
O 2.69484 2.35678 1.20158
N -3.03828 0.55289 1.07951
N 2.09812 1.18842 -0.61957
C 3.14135 0.20236 -0.89130
C 1.73700 -1.77542 -1.52212
C -2.41403 -0.62642 -1.05599
C -2.49403 -2.13544 -0.80777
C 1.96696 1.55638 0.72681
C 1.03074 -3.06116 -1.04660
C -3.45131 0.18499 -0.27875
C -0.21071 4.90552 3.31581
C 0.90152 0.93724 1.59503
C 2.76155 -1.24078 -0.53675
H 1.62735 -3.93811 -1.25780
H -2.57748 -0.47062 -2.11771
H 3.33664 0.22196 -1.95676
H 2.42012 -1.31589 0.48685
H 3.67098 -1.82474 -0.64570
H 1.21272 0.92792 -1.03817
H -2.13131 1.00063 1.06914
H 0.95436 -1.03201 -1.64323
H -1.40996 -0.26202 -0.85389
H -3.66461 1.09826 -0.82142
H -3.50041 -2.47370 -1.02361
H 4.07527 0.48757 -0.43098
H 0.76828 1.59595 2.42851
H 0.23886 4.31193 4.09835
H -0.04102 0.79906 1.08033
H -1.42086 -4.78010 -2.62024
H -2.19446 -2.34616 0.21692
H -4.34000 -0.41949 -0.17246
H 1.25383 -0.00220 1.99431
H -2.98073 -0.27486 1.65618
H 2.16883 -1.99950 -2.48654
H 0.84314 -3.01614 0.02139
*
```

---

Entry 2:
Computed, not measured: a cluster of 2 separate species, C6H12N2 in total in a non-equilibrium geometry, with ωB97M-V/def2-TZVPD.

## Properties
**HOMO energy**: -8.0319 eV
**Molecular weight**: 112.18 u
**Frontier orbital gap**: 0.301 Ha
**ΔE to the lowest compared entry with this formula, charge and spin**: 109.2 kcal per mole

The geometry in ORCA input format:
```
! wB97M-V def2-TZVPD RIJCOSX def2/J DEFGRID3
* xyz 0 1
N 1.99916 1.66220 0.19786
N 0.50038 1.62700 2.18654
C -0.27862 -0.50971 -0.33255
C 0.76066 1.32393 -0.50453
C 1.03560 1.65788 1.04470
C -0.46702 -1.13049 -1.69643
C 0.60557 -1.29918 0.59151
C -1.54792 0.02270 0.26553
H -0.92097 -0.42835 -2.39623
H 1.65463 -1.21040 0.29612
H 0.15264 2.04826 -1.05000
H -2.07387 0.67847 -0.42965
H 0.47374 -1.49116 -2.11265
H 0.99007 2.16779 2.89345
H 0.33478 -2.35834 0.53324
H -1.37074 0.54200 1.20591
H 0.97059 0.47066 -1.18387
H -1.13738 -1.99144 -1.59747
H 0.52667 -0.95156 1.61787
H -2.20797 -0.83026 0.47064
*
```